No. 1
DFT (ωB97M-V/def2-TZVPD) results for C31H17Cl5N4O5Ti as an isolated structure at a distorted geometry.

Each line ends with the Mulliken charge.
Atoms and positions in Å:
Ti 0.1219 -0.3142 -0.3048  -1.0373
O 3.7108 -2.1203 0.9129  -0.8660
C 2.6806 -1.4650 0.7084  0.2468
N 1.5717 -1.7762 0.0435  1.1739
C 1.3747 -2.9790 -0.6445  -0.2115
C 2.1444 -4.1271 -0.4574  -0.7599
C 1.8307 -5.3018 -1.1287  -0.6453
C 0.7447 -5.3350 -1.9886  -0.6305
C -0.0266 -4.1972 -2.1880  -0.6810
C 0.2725 -3.0027 -1.5322  0.4915
N -0.5227 -1.8398 -1.6051  0.7334
C -1.2653 -1.5889 -2.7008  -0.1160
O -1.2721 -2.1804 -3.7855  -0.7558
C -2.1809 -0.3941 -2.5479  0.9078
C -2.2312 0.5491 -3.5711  -0.8617
C -3.0335 1.6605 -3.4022  -0.3342
C -3.7763 1.7759 -2.2370  -0.5097
C -3.6726 0.7726 -1.2890  -0.1522
N -2.8931 -0.2950 -1.4292  -0.3561
C 2.6059 -0.0609 1.2925  0.2879
C 3.6964 0.4923 1.9427  -0.5844
C 3.5689 1.7704 2.4617  -0.4116
C 2.3685 2.4504 2.3229  -1.0638
C 1.3280 1.8339 1.6473  -0.2120
N 1.4559 0.6053 1.1443  0.9957
H 2.9825 -4.0784 0.2195  0.4240
H 2.4382 -6.1867 -0.9721  0.3587
H 0.4887 -6.2490 -2.5141  0.3618
H -0.8630 -4.2197 -2.8685  0.4049
H -1.6199 0.3995 -4.4502  0.4339
H -3.0645 2.4386 -4.1559  0.3725
H -4.3947 2.6428 -2.0452  0.3952
H -4.2201 0.8414 -0.3549  0.3477
H 4.5972 -0.0997 2.0142  0.5210
H 4.4057 2.2385 2.9676  0.3840
H 2.2307 3.4544 2.7003  0.4588
H 0.3787 2.3243 1.4830  0.4692
Cl 1.6795 6.6531 -1.8051  -0.3138
C 0.9713 5.0601 -1.4791  0.5944
C -0.3036 5.0378 -0.9136  -1.1476
C -0.8100 3.7526 -0.6643  1.5464
Cl -2.4041 3.6861 0.0751  -0.2646
C -0.1516 2.5721 -0.9446  -1.5077
O -0.6810 1.3752 -0.6339  0.4776
C 1.1748 2.6284 -1.5398  1.8790
C 1.8804 1.4929 -1.8336  -1.5159
O 1.4132 0.2597 -1.5985  0.0874
C 1.7001 3.9522 -1.7863  -1.4788
H -0.8645 5.9295 -0.6922  0.4290
H 2.8644 1.5512 -2.2955  0.1541
H 2.6892 4.0524 -2.2152  0.3363
Cl -2.7373 -1.8231 6.6833  -0.2817
C -2.1934 -1.5683 5.0369  0.5384
C -1.5437 -2.5913 4.3692  -0.9349
C -1.1156 -2.3814 3.0707  0.7137
Cl -0.3195 -3.6715 2.2355  -0.1847
C -1.3147 -1.1617 2.3833  -1.3977
O -0.9243 -1.0004 1.1644  0.0347
C -1.9879 -0.1611 3.1240  0.8536
Cl -2.2695 1.3611 2.3576  -0.1587
C -2.4207 -0.3502 4.4252  -0.9180
H -1.3659 -3.5454 4.8441  0.4446
H -2.9263 0.4513 4.9446  0.4354

Summary:
- total charge = -2
- gap between HOMO and LUMO (alpha / beta) (eV) = 3.7 / 3.7
- energy above the lowest of the compared OMol25 structures with the same formula, charge and spin (kJ/mol) = 82.9
- maximum force (eV Å⁻¹) = 2.30

=====

No. 2
DFT (ωB97M-V/def2-TZVPD) results for C31H18Cl6N5O3RhS2 as an isolated structure at a distorted geometry.

Each line ends with the Mulliken charge.
Atoms and positions in Å:
Rh -0.1020 -0.5580 -1.0565  -0.0569
Cl 2.8607 -4.9944 4.9735  -0.2222
C 1.8808 -4.4533 3.6464  -0.0802
C 1.0673 -5.3458 2.9757  -0.8403
C 0.2683 -4.8872 1.9379  -0.3822
C 0.2861 -3.5518 1.5760  0.8079
O -0.5308 -3.0458 0.6086  0.5068
C 1.1704 -2.6554 2.1845  0.6173
C 1.5432 -1.2923 1.7594  -0.2966
N 1.4989 -0.7998 0.5779  0.0954
C 2.3087 0.3513 0.3047  0.9752
C 3.0149 1.0858 1.2244  -0.7801
C 3.8739 2.1283 0.8217  -1.1226
C 4.0552 2.4118 -0.5014  -0.8811
C 3.3356 1.6890 -1.4809  1.6892
C 3.4417 1.9612 -2.8693  -0.8436
C 2.6691 1.2777 -3.7539  -0.6656
C 1.7442 0.3351 -3.2548  -0.2905
N 1.6312 0.0564 -1.9805  -0.1008
C 2.4380 0.6912 -1.0754  0.0111
C 1.9375 -3.1303 3.2510  -1.3007
H 1.0455 -6.3857 3.2657  0.4210
H -0.3880 -5.5734 1.4218  0.5067
H 2.0721 -0.7678 2.5548  0.1285
H 2.9380 0.8863 2.2828  0.2972
H 4.4058 2.6882 1.5782  0.4229
H 4.7293 3.1969 -0.8162  0.4174
H 4.1267 2.7300 -3.2039  0.4151
H 2.7064 1.4804 -4.8132  0.4187
H 1.0481 -0.1660 -3.9139  0.4099
H 2.6155 -2.4536 3.7529  0.4315
Cl -2.7106 -3.9371 2.4619  -0.1066
C -2.6156 -4.2475 0.7716  1.0279
C -1.5166 -3.7935 0.0511  -1.4301
C -1.4621 -3.9759 -1.3259  0.4731
Cl -0.1106 -3.3401 -2.1675  -0.0920
C -2.4919 -4.6302 -1.9886  0.1754
Cl -2.4231 -4.8441 -3.6880  -0.1832
C -3.5828 -5.1157 -1.2611  0.2451
Cl -4.8502 -5.9414 -2.0696  -0.1751
C -3.6414 -4.9241 0.1180  0.0689
Cl -4.9848 -5.5040 1.0148  -0.1835
N 0.0017 6.7206 1.5176  -0.5699
C -0.3622 5.7311 0.6171  1.0532
C -1.5806 5.7954 -0.0557  -0.8171
C -1.9216 4.8286 -0.9865  -0.3246
C -1.0460 3.7924 -1.2640  -0.6260
C 0.1725 3.7195 -0.5969  0.1938
C 0.5140 4.6770 0.3346  -0.8562
S -1.4650 2.5406 -2.4415  1.1275
O -2.8300 2.7870 -2.8349  -0.6824
O -0.4264 2.5041 -3.4399  -0.6723
N -1.3442 1.1782 -1.6219  -0.4495
C -2.2450 0.7977 -0.7119  0.9687
S -3.6810 1.5741 -0.1255  -0.1098
C -3.8702 0.2729 1.0056  -0.5790
C -2.8823 -0.6395 0.8682  -0.7004
N -1.9799 -0.3541 -0.1139  -0.1766
H -0.7577 7.2515 1.9120  0.2231
H 0.6900 6.4560 2.2031  0.2236
H -2.2621 6.6090 0.1565  0.2872
H -2.8686 4.8661 -1.5056  0.5269
H 0.8464 2.9002 -0.8089  0.2490
H 1.4648 4.6179 0.8494  0.3503
H -4.7034 0.2476 1.6844  0.4396
H -2.7657 -1.5293 1.4641  0.3927

Summary:
- total charge = 0
- gap between HOMO and LUMO (alpha / beta) (eV) = 5.9 / 6.0
- energy above the lowest of the compared OMol25 structures with the same formula, charge and spin (kJ/mol) = 258.1
- maximum force (eV Å⁻¹) = 1.08

=====

No. 3
DFT (ωB97M-V/def2-TZVPD) results for a 3-piece molecular cluster, C31H19BrFNO7 overall at a distorted geometry.

Each line ends with the Mulliken charge.
Atoms and positions in Å:
O 2.8665 0.3462 2.2663  -0.6867
C 3.6879 1.0697 1.7351  0.5225
C 3.7646 1.1682 0.2552  0.1739
C 2.8731 0.4411 -0.5295  -0.6100
C 2.9123 0.5572 -1.9106  -0.5497
C 3.8404 1.4003 -2.5150  -0.5006
C 4.7416 2.1132 -1.7386  -0.6251
C 4.7112 1.9955 -0.3528  0.4780
C 5.6926 2.7499 0.4668  0.5350
O 6.5509 3.4275 -0.0638  -0.6740
C 5.6025 2.6672 1.9468  0.2176
C 6.4927 3.3968 2.7290  -0.5710
C 6.3970 3.3530 4.1115  -0.4729
C 5.4112 2.5803 4.7189  -0.5106
C 4.5312 1.8407 3.9434  -0.5326
C 4.6264 1.8769 2.5553  0.2054
H 2.1442 -0.2124 -0.0653  0.4820
H 2.2145 -0.0060 -2.5193  0.5117
H 3.8613 1.4993 -3.5939  0.3966
H 5.4656 2.7643 -2.2132  0.4667
H 7.2581 4.0029 2.2599  0.4698
H 7.0886 3.9250 4.7188  0.3972
H 5.3317 2.5545 5.7993  0.4015
H 3.7678 1.2385 4.4207  0.4684
O -5.2145 -0.8771 -0.2435  -0.6681
C -5.0085 -0.7496 -1.4348  0.5310
C -6.0201 -0.1060 -2.3120  0.1539
C -7.2035 0.3725 -1.7575  -0.5364
C -8.1369 1.0097 -2.5609  -0.4718
C -7.8922 1.1732 -3.9215  -0.4617
C -6.7222 0.6828 -4.4812  -0.5355
C -5.7855 0.0366 -3.6805  0.1693
C -4.5441 -0.5004 -4.2941  0.6195
O -4.3651 -0.4238 -5.4945  -0.6702
C -3.5245 -1.1252 -3.4149  0.1768
C -2.3405 -1.6008 -3.9697  -0.5541
C -1.3671 -2.1565 -3.1527  -0.7122
C -1.5717 -2.2393 -1.7778  -0.3987
C -2.7564 -1.7793 -1.2231  -0.3961
C -3.7386 -1.2258 -2.0387  0.0855
H -7.3951 0.2520 -0.6983  0.4646
H -9.0558 1.3855 -2.1265  0.3940
H -8.6170 1.6823 -4.5457  0.3961
H -6.5376 0.8073 -5.5413  0.4623
H -2.1752 -1.5340 -5.0381  0.4718
H -0.4438 -2.5228 -3.5864  0.4463
H -0.8081 -2.6637 -1.1422  0.4809
H -2.9125 -1.8485 -0.1541  0.5430
O -0.2758 -0.7105 1.2262  -0.4384
C -0.4023 -1.7211 1.7852  0.5185
F -0.8448 -2.8039 1.0590  -0.2619
C -0.1217 -1.8550 3.3203  -0.0789
O -0.8677 -2.9134 3.9308  -0.2962
C -0.0750 -3.9888 4.3105  0.4789
O -0.3607 -5.0627 3.9033  -0.4236
N 1.0377 -3.8833 5.2159  -0.3546
Br 2.6878 -3.9830 4.3330  0.0310
H -0.4281 -0.8724 3.7602  0.3445
H 0.9743 -1.9430 3.4998  0.1419
H 0.9789 -3.0618 5.8208  0.3553

Summary:
- total charge = 0
- gap between HOMO and LUMO (eV) = 8.5
- maximum force (eV Å⁻¹) = 1.71

=====

No. 4
DFT (ωB97M-V/def2-TZVPD) results for C31H20BrCl2N5O5Ti as an isolated structure.

Each line ends with the Mulliken charge.
Atoms and positions in Å:
Ti 0.4904 -0.4212 1.4627  -0.0226
O 1.1626 -1.1070 -0.2013  -0.6991
C 0.5519 -1.7359 -1.1893  0.8963
C 0.9988 -1.5434 -2.5049  -0.3445
C 0.3911 -2.1993 -3.5509  -0.4317
C -0.6772 -3.0751 -3.3351  -0.8815
C -1.1019 -3.3061 -2.0496  -0.7957
C -0.5068 -2.6464 -0.9631  0.3845
C -0.8122 -3.0485 0.3836  -0.4414
N -0.3831 -2.3747 1.3854  0.9536
N -0.4347 -2.9516 2.6374  -1.0143
C 0.4611 -2.3715 3.3765  0.7880
O 1.2529 -1.4286 2.8948  -0.5077
C 0.6148 -2.7390 4.7971  0.3471
C -0.3006 -3.5969 5.4031  -0.3246
C -0.1566 -3.9264 6.7400  -0.6414
C 0.8998 -3.4052 7.4767  -0.3493
C 1.8112 -2.5499 6.8742  -0.7675
C 1.6694 -2.2140 5.5369  -0.2285
H 1.8273 -0.8647 -2.6633  0.5100
H 0.7448 -2.0390 -4.5609  0.5603
H -1.1494 -3.5739 -4.1705  0.4102
H -1.9022 -4.0110 -1.8553  0.4273
H -1.3157 -3.9953 0.5694  0.4409
H -1.1202 -3.9925 4.8191  0.4322
H -0.8710 -4.5891 7.2110  0.3861
H 1.0094 -3.6646 8.5219  0.3871
H 2.6335 -2.1410 7.4470  0.3953
H 2.3687 -1.5429 5.0569  0.4572
Br -0.6623 -0.7419 -6.9180  -0.1555
C -0.3901 0.8579 -5.9408  -0.0216
C -1.3833 1.8220 -5.9224  -0.5964
C -1.1546 3.0081 -5.2460  -0.2245
C 0.0316 3.2022 -4.5472  0.0151
C 1.0271 2.2321 -4.5823  -0.2497
C 0.8166 1.0603 -5.2916  -0.3445
N 0.2375 4.5007 -3.9818  -0.3972
N 0.6978 4.6891 -2.8477  -0.4819
C 0.9468 3.6313 -1.9162  0.0142
C 2.1846 3.5978 -1.3211  -0.5530
C 2.5092 2.6913 -0.2976  -1.1454
C 1.5431 1.8410 0.1807  1.0055
O 1.6751 1.0466 1.2380  -0.5570
C 0.2696 1.8423 -0.4502  0.0906
N -0.6100 0.9403 0.0573  1.2602
C -1.8601 0.9617 -0.3351  -0.3825
C -2.3183 1.8964 -1.2821  -1.5287
C -1.4372 2.7812 -1.8397  -0.6075
C -0.0764 2.7610 -1.4549  0.6864
H -2.3087 1.6605 -6.4574  0.4375
H -1.8893 3.8037 -5.2614  0.4862
H 1.9734 2.4003 -4.0868  0.4587
H 1.5943 0.3132 -5.3542  0.5935
H 2.9260 4.3157 -1.6505  0.4677
H 3.4858 2.7120 0.1662  0.5163
H -2.5297 0.2448 0.1247  0.5223
H -3.3649 1.9083 -1.5499  0.4515
H -1.7858 3.5152 -2.5522  0.6386
Cl -0.6149 3.3547 2.5343  -0.1294
C -0.9331 2.0825 3.7388  0.1220
Cl 0.5721 1.5158 4.4654  -0.1504
C -1.7470 0.9825 3.0278  0.1854
O -2.9431 1.1261 2.9733  -0.5873
O -1.0914 -0.0144 2.5109  -0.5845
H -1.5463 2.5127 4.5203  0.4189

Summary:
- total charge = 0
- gap between HOMO and LUMO (eV) = 7.3
- energy above the lowest of the compared OMol25 structures with the same formula, charge and spin (kJ/mol) = 16.1
- maximum force (eV Å⁻¹) = 0.62

=====

No. 5
DFT (ωB97M-V/def2-TZVPD) results for C31H20BrF4N3O8PPtS as an isolated structure.

Each line ends with the Mulliken charge.
Atoms and positions in Å:
Pt -0.6666 -0.2838 -0.2319  3.3796
F -1.5735 -7.2877 0.0180  -0.2101
C -0.9955 -6.1244 -0.0541  0.5700
C 0.3945 -6.0365 -0.1053  0.2468
F 1.1208 -7.1225 -0.0836  -0.2195
C 1.0039 -4.7888 -0.1770  0.5939
F 2.3232 -4.7135 -0.2253  -0.3030
C 0.2453 -3.6201 -0.2115  -0.6566
P 1.0700 -2.0409 -0.2616  -0.4509
C 1.8507 -1.7494 -1.7805  0.7605
C 2.6493 -0.5949 -1.9362  -0.5063
C 3.2582 -0.3572 -3.1493  -1.0102
C 3.0672 -1.2462 -4.2081  -0.5213
C 2.2546 -2.3678 -4.0686  -0.9130
C 1.6283 -2.6194 -2.8638  -0.5701
C 2.0583 -1.8499 1.1707  1.1833
C 3.4470 -1.6683 1.0426  -0.5531
C 4.2470 -1.7434 2.1692  -0.8667
C 3.6795 -2.0032 3.4076  -0.6141
C 2.3031 -2.2109 3.5328  -0.8216
C 1.4871 -2.1314 2.4256  -0.8271
C -1.1324 -3.7478 -0.1518  0.3654
Br -2.1846 -2.1659 -0.1419  -0.1088
C -1.7720 -4.9625 -0.0736  0.3284
F -3.0847 -5.0334 -0.0117  -0.2712
H 2.7923 0.0976 -1.1147  0.6794
H 3.8878 0.5125 -3.2795  0.5178
H 3.5567 -1.0579 -5.1550  0.4814
H 2.1135 -3.0430 -4.9014  0.4944
H 0.9952 -3.4901 -2.7581  0.4714
H 3.9054 -1.5210 0.0763  0.5304
H 5.3175 -1.6227 2.0745  0.4871
H 4.3120 -2.0689 4.2834  0.4771
H 1.8804 -2.4573 4.4981  0.5820
H 0.4270 -2.3191 2.5287  0.6922
C -0.4595 0.5380 4.2018  -0.8613
S -0.5687 1.1884 2.5440  0.6450
O -0.8885 -0.1837 1.7728  -0.6897
C -2.0904 2.0631 2.5972  0.7480
C -1.9947 3.4287 2.7978  -0.4840
C -3.1658 4.1607 2.9306  -0.7823
C -4.3973 3.5254 2.8385  -0.5043
C -4.4726 2.1574 2.6205  -0.7460
C -3.3145 1.4064 2.5117  -0.3185
H -1.4428 0.3075 4.6032  0.3937
H 0.0244 1.3156 4.7947  0.4443
H 0.1865 -0.3324 4.1510  0.1615
H -1.0263 3.9159 2.8495  0.4848
H -3.1136 5.2268 3.1040  0.4647
H -5.3077 4.0997 2.9452  0.4502
H -5.4375 1.6734 2.5521  0.4558
H -3.3620 0.3318 2.3824  0.4437
O -2.1171 4.7752 -5.3430  -0.5803
N -1.6231 5.2366 -4.3422  1.0847
O -1.4030 6.3943 -4.0908  -0.5627
C -1.2298 4.2565 -3.3006  -0.8771
C -0.6801 4.7079 -2.1130  -0.1726
C -0.3182 3.7905 -1.1426  -0.8130
C -0.5249 2.4088 -1.3016  1.1408
O -0.3611 1.6110 -0.2452  -0.5642
C -1.0312 2.0066 -2.5632  -0.1239
C -1.4008 2.9204 -3.5498  -0.3874
N -1.1290 0.6234 -2.9682  0.8956
O -1.6058 0.3154 -4.0022  -0.4659
O -0.5600 -0.3070 -2.2633  -0.7413
N 0.2680 4.3615 0.0986  1.1321
O 0.8001 3.5956 0.8768  -0.5499
O 0.2160 5.5579 0.2155  -0.5767
H -0.5364 5.7678 -1.9428  0.7127
H -1.7993 2.5946 -4.5021  0.7260

Summary:
- total charge = +3
- gap between HOMO and LUMO (eV) = 5.1
- energy above the lowest of the compared OMol25 structures with the same formula, charge and spin (kJ/mol) = 0.0
- maximum force (eV Å⁻¹) = 0.54

=====

No. 6
DFT (ωB97M-V/def2-TZVPD) results for C31H20CaCl3I2N5O4 as an isolated structure at a distorted geometry.

Each line ends with the Mulliken charge.
Atoms and positions in Å:
Ca -0.5451 -0.7320 -0.6647  2.1291
I -6.7031 -1.4461 4.0358  0.0569
C -5.3174 -1.0859 2.5439  -0.4542
C -5.6743 -1.1946 1.2077  -0.2925
C -4.7328 -0.9394 0.2192  -0.5975
I -5.2912 -1.1434 -1.7612  0.0051
C -3.4146 -0.5401 0.5162  0.2301
O -2.5390 -0.2464 -0.4037  -0.5288
C -3.0658 -0.5006 1.8952  0.4156
C -1.6350 -0.2586 2.3335  -0.5868
N -0.6881 -1.2079 1.6828  -0.0412
C -0.9319 -2.6426 1.9180  -0.6891
C -0.3208 -3.5089 0.8183  0.7601
C 0.4873 -4.5931 1.1122  -0.9484
C 0.9433 -5.3908 0.0718  -0.3037
C 0.5797 -5.0864 -1.2252  -0.7099
C -0.2048 -3.9663 -1.4365  -0.3567
N -0.6452 -3.1835 -0.4488  -0.1826
C -4.0132 -0.7606 2.8775  -0.6243
H -6.6792 -1.4813 0.9291  0.3520
H -1.3147 0.7517 2.0649  0.1959
H -1.5851 -0.3513 3.4215  0.4416
H 0.2547 -0.9782 1.9718  -0.0838
H -0.5737 -2.9732 2.8966  0.3862
H -2.0111 -2.8025 1.8951  0.3291
H 0.7386 -4.8167 2.1410  0.4210
H 1.5772 -6.2450 0.2765  0.4151
H 0.9103 -5.6821 -2.0645  0.4254
H -0.4828 -3.6558 -2.4374  0.4715
H -3.7198 -0.7160 3.9205  0.3816
Cl 4.9680 -0.6727 -5.7519  -0.2397
C 3.4745 -0.6981 -4.8370  0.3989
C 3.4742 -1.1607 -3.5376  -0.8557
C 2.2803 -1.1693 -2.8437  1.1763
Cl 2.3172 -1.7171 -1.1468  -0.1720
C 1.0432 -0.7414 -3.3698  -0.6053
O -0.0559 -0.7734 -2.6837  -0.7821
C 1.1269 -0.2629 -4.6926  0.2508
Cl -0.3205 0.3475 -5.4504  -0.2221
C 2.3037 -0.2420 -5.4177  -0.7801
H 4.3859 -1.5043 -3.0689  0.4533
H 2.3049 0.1324 -6.4323  0.4394
O 3.5045 5.3035 3.0401  -0.6289
N 2.5461 5.6077 2.3587  1.0625
O 2.1751 6.7417 2.1710  -0.6393
C 1.8542 4.5136 1.5903  -0.7164
C 0.9196 4.9381 0.7355  -0.5387
C 0.1966 4.0045 -0.0810  1.1740
C -0.7638 4.4331 -1.0141  -0.6813
C -1.3949 3.4991 -1.7840  -1.2385
C -1.0618 2.1491 -1.5963  -0.1785
N -0.1709 1.7238 -0.7154  0.3078
C 0.4566 2.6511 0.0352  -0.6316
C 1.4648 2.1892 0.9860  0.2799
N 1.6495 0.8499 1.0429  0.3148
C 2.5803 0.3893 1.8467  -0.0900
C 3.3591 1.2126 2.6657  -1.1836
C 3.1606 2.5640 2.6353  -0.4999
C 2.1895 3.1056 1.7639  0.4383
H 0.7197 5.9973 0.6525  0.5734
H -0.9822 5.4900 -1.1137  0.4751
H -2.1344 3.7664 -2.5245  0.4517
H -1.5536 1.3984 -2.2059  0.4808
H 2.7326 -0.6873 1.8542  0.4135
H 4.1068 0.7840 3.3192  0.4094
H 3.7410 3.2151 3.2632  0.5670

Summary:
- total charge = 0
- gap between HOMO and LUMO (eV) = 6.1
- energy above the lowest of the compared OMol25 structures with the same formula, charge and spin (kJ/mol) = 67.4
- maximum force (eV Å⁻¹) = 1.76